(1)
# C25H63AsF6MgN2O17

A structure of composition C25H63AsF6MgN2O17 in a non-equilibrium geometry (the ωB97M-V functional and the def2-TZVPD basis, OMol25).

Its energy above the lowest of the compared OMol25 structures with the same formula, charge and spin is 203.2 kJ/mol. Its spin multiplicity is 1. Its LUMO energy is -0.309 eV. The value obtained for the frontier orbital gap is 7.10 eV.

Atoms and positions in Å:
Mg (-14.86, -11.04, 9.40)
N (-17.20, -10.25, 7.46)
O (-17.88, -9.25, 7.50)
O (-16.45, -10.48, 8.41)
O (-17.23, -11.01, 6.50)
As (-14.05, -7.59, 8.85)
F (-15.55, -7.53, 9.83)
F (-13.17, -7.19, 10.41)
F (-12.53, -7.69, 8.00)
F (-14.93, -8.07, 7.36)
F (-14.23, -5.85, 8.46)
F (-13.90, -9.37, 9.23)
C (-14.62, -4.15, 11.54)
N (-15.91, -3.79, 10.91)
O (-15.91, -2.93, 10.09)
O (-16.95, -4.25, 11.34)
H (-14.86, -4.85, 12.35)
H (-14.04, -3.30, 11.90)
H (-13.93, -4.52, 10.79)
C (-10.78, -14.29, 6.58)
O (-10.54, -12.91, 6.92)
C (-9.28, -12.29, 6.76)
C (-9.31, -10.76, 7.26)
O (-9.64, -10.58, 8.63)
C (-9.66, -9.24, 8.99)
H (-10.54, -14.47, 5.53)
H (-11.79, -14.67, 6.76)
H (-10.11, -14.88, 7.21)
H (-9.02, -12.13, 5.71)
H (-8.48, -12.84, 7.25)
H (-10.11, -10.23, 6.75)
H (-8.37, -10.26, 7.04)
H (-8.66, -8.86, 9.18)
H (-10.21, -9.32, 9.93)
H (-10.24, -8.56, 8.36)
C (-16.51, -2.26, 4.10)
O (-16.57, -3.16, 5.19)
C (-15.63, -2.85, 6.25)
C (-14.10, -2.99, 5.93)
O (-13.84, -4.27, 5.45)
C (-12.61, -4.85, 5.78)
H (-16.39, -1.23, 4.43)
H (-17.46, -2.37, 3.58)
H (-15.79, -2.62, 3.36)
H (-15.74, -3.35, 7.21)
H (-15.82, -1.82, 6.56)
H (-13.52, -2.75, 6.82)
H (-13.97, -2.18, 5.22)
H (-12.53, -4.98, 6.86)
H (-11.65, -4.40, 5.52)
H (-12.71, -5.82, 5.30)
C (-13.47, -11.06, 6.59)
O (-14.14, -11.63, 7.69)
C (-14.67, -12.95, 7.36)
C (-15.13, -13.82, 8.54)
O (-15.56, -12.90, 9.54)
C (-16.42, -13.56, 10.45)
H (-14.21, -10.82, 5.82)
H (-12.75, -11.77, 6.18)
H (-12.91, -10.18, 6.88)
H (-13.99, -13.62, 6.84)
H (-15.51, -12.85, 6.67)
H (-14.44, -14.61, 8.85)
H (-16.03, -14.38, 8.27)
H (-15.94, -14.43, 10.90)
H (-17.29, -13.88, 9.88)
H (-16.73, -12.99, 11.33)
C (-18.00, -8.74, 4.11)
O (-18.16, -7.78, 5.16)
C (-16.93, -6.99, 5.15)
C (-17.02, -5.96, 6.28)
O (-17.86, -6.46, 7.36)
C (-17.75, -5.71, 8.59)
H (-18.91, -9.35, 4.13)
H (-17.17, -9.42, 4.30)
H (-17.99, -8.35, 3.09)
H (-16.76, -6.41, 4.24)
H (-15.95, -7.45, 5.07)
H (-17.52, -5.09, 5.87)
H (-16.03, -5.59, 6.55)
H (-18.37, -6.18, 9.35)
H (-18.13, -4.73, 8.32)
H (-16.73, -5.62, 8.98)
C (-10.08, -5.42, 13.01)
O (-9.17, -4.52, 12.43)
C (-9.58, -3.14, 12.42)
C (-10.16, -2.79, 11.06)
O (-11.31, -3.52, 10.61)
C (-11.71, -3.08, 9.30)
H (-10.93, -5.63, 12.36)
H (-10.52, -5.07, 13.94)
H (-9.44, -6.28, 13.19)
H (-8.75, -2.45, 12.42)
H (-10.30, -2.88, 13.20)
H (-9.31, -2.95, 10.40)
H (-10.37, -1.72, 11.05)
H (-12.41, -2.26, 9.46)
H (-12.26, -3.90, 8.84)
H (-10.98, -2.64, 8.62)
C (-16.26, -9.65, 11.78)
O (-15.27, -10.47, 11.14)
C (-14.12, -10.47, 11.93)
C (-13.35, -11.73, 11.75)
O (-13.13, -11.90, 10.33)
C (-12.06, -12.84, 10.03)
H (-15.86, -8.63, 11.85)
H (-16.61, -9.83, 12.80)
H (-17.15, -9.56, 11.16)
H (-14.27, -10.17, 12.97)
H (-13.52, -9.61, 11.62)
H (-13.98, -12.57, 12.06)
H (-12.39, -11.81, 12.26)
H (-11.05, -12.47, 10.23)
H (-12.14, -13.13, 8.99)
H (-12.26, -13.74, 10.61)

(2)
# C30H25N7O2S2W

A structure of composition C30H25N7O2S2W in a non-equilibrium geometry (the ωB97M-V functional and the def2-TZVPD basis, OMol25).

Its energy above the lowest of the compared OMol25 structures with the same formula, charge and spin is 0.0 kJ/mol. Its charge is +4. Its spin multiplicity is 1. Its LUMO energy is -13.469 eV. The value obtained for the frontier orbital gap is 5.55 eV.

Atoms and positions in Å:
W (0.64, 1.15, 0.58)
N (0.28, 3.54, 3.82)
C (0.55, 2.92, 2.73)
S (1.05, 3.49, 1.25)
N (0.42, 1.48, 2.66)
N (1.64, 0.97, 2.27)
C (2.64, 0.42, 2.84)
C (3.58, -0.16, 1.99)
C (4.68, -0.85, 2.50)
C (5.60, -1.46, 1.77)
C (5.53, -1.24, 0.33)
C (4.46, -0.64, -0.23)
C (3.39, -0.13, 0.59)
O (2.33, 0.39, -0.04)
H (0.38, 4.54, 3.84)
H (0.09, 3.08, 4.69)
H (2.87, 0.36, 3.95)
H (4.68, -0.92, 3.61)
H (6.45, -2.01, 2.08)
H (6.35, -1.60, -0.30)
H (4.35, -0.55, -1.27)
S (-3.67, 5.31, -4.08)
N (-2.16, 4.65, -4.28)
C (-1.79, 4.07, -3.15)
C (-0.52, 3.49, -2.82)
C (0.69, 3.67, -3.53)
C (1.86, 3.08, -3.17)
C (1.79, 2.32, -2.02)
N (0.66, 2.09, -1.23)
C (-0.49, 2.74, -1.64)
C (-1.62, 2.73, -0.65)
N (-1.46, 1.99, 0.40)
C (-2.50, 1.94, 1.34)
C (-3.64, 2.64, 1.18)
C (-3.81, 3.39, 0.02)
C (-2.79, 3.41, -0.95)
C (-2.86, 4.10, -2.21)
N (-3.93, 4.78, -2.57)
H (0.61, 4.46, -4.28)
H (2.75, 3.18, -3.79)
H (2.71, 1.89, -1.67)
H (-2.39, 1.24, 2.16)
H (-4.33, 2.50, 1.97)
H (-4.74, 3.94, -0.18)
C (-1.66, -6.71, -1.25)
C (-1.55, -5.28, -0.82)
C (-0.72, -4.38, -1.50)
C (-0.50, -3.08, -1.07)
C (0.44, -2.20, -1.76)
C (-1.22, -2.70, 0.09)
C (-1.12, -1.48, 0.80)
O (-0.15, -0.45, 0.48)
C (-2.18, -3.61, 0.81)
C (-2.98, -3.33, 2.06)
C (-2.24, -4.81, 0.31)
H (-2.31, -7.43, -0.75)
H (-0.66, -7.06, -0.96)
H (-1.55, -6.68, -2.29)
H (-0.13, -4.74, -2.32)
H (0.66, -2.56, -2.73)
H (1.43, -2.18, -1.16)
H (0.23, -1.17, -2.01)
H (-1.80, -1.21, 1.65)
H (-2.28, -3.03, 2.79)
H (-3.49, -4.25, 2.37)
H (-3.74, -2.53, 1.84)
H (-2.84, -5.53, 0.90)

(3)
# C4H12N2O

A cluster of 2 separate species, C4H12N2O in total in a non-equilibrium geometry (the ωB97M-V functional and the def2-TZVPD basis, OMol25).

Its energy above the lowest of the compared OMol25 structures with the same formula, charge and spin is 430.9 kJ/mol. Its spin multiplicity is 1. Its LUMO energy is 1.038 eV. The value obtained for the frontier orbital gap is 10.06 eV. As for the SMILES: C=NC.CCON.

Atoms and positions in Å:
C (-1.35, 0.99, 0.54)
N (-1.54, 0.57, -0.66)
C (-2.19, -0.69, -0.84)
H (-1.78, 0.49, 1.42)
H (-1.05, 2.03, 0.66)
H (-2.03, -1.40, -0.01)
H (-3.27, -0.53, -0.96)
H (-1.81, -1.16, -1.75)
C (1.51, -0.96, -1.19)
C (1.48, 0.32, -0.38)
O (0.67, 0.12, 0.98)
N (1.29, 0.72, 2.11)
H (2.22, -0.84, -2.01)
H (0.54, -1.17, -1.63)
H (1.82, -1.80, -0.58)
H (2.47, 0.58, 0.00)
H (1.06, 1.16, -0.93)
H (1.21, 0.04, 2.87)
H (0.74, 1.55, 2.36)

(4)
# C41H46Cl5N12RbS2

A structure of composition C41H46Cl5N12RbS2 (the ωB97M-V functional and the def2-TZVPD basis, OMol25).

Its energy above the lowest of the compared OMol25 structures with the same formula, charge and spin is 6.9 kJ/mol. Its charge is -2. Its spin multiplicity is 1. Its LUMO energy is 3.454 eV. The value obtained for the frontier orbital gap is 4.86 eV.

Atoms and positions in Å:
Rb (-1.04, -0.38, -0.39)
C (1.54, -6.67, -2.78)
C (1.05, -5.87, -3.80)
C (0.40, -4.67, -3.55)
C (0.21, -4.21, -2.22)
C (0.71, -5.04, -1.19)
C (1.35, -6.23, -1.47)
N (-0.41, -3.06, -1.85)
N (-0.70, -2.25, -2.96)
C (-1.98, -1.83, -3.11)
C (-3.05, -2.56, -2.53)
C (-4.33, -2.09, -2.72)
C (-4.56, -0.91, -3.44)
C (-3.45, -0.27, -3.95)
N (-2.19, -0.69, -3.79)
H (2.06, -7.60, -2.99)
H (1.19, -6.18, -4.84)
H (0.03, -4.07, -4.37)
H (0.60, -4.70, -0.17)
H (1.73, -6.83, -0.64)
H (-2.83, -3.47, -2.00)
H (-5.16, -2.65, -2.30)
H (-5.55, -0.51, -3.58)
H (-3.56, 0.66, -4.50)
S (2.19, -1.28, -0.71)
C (2.78, -1.84, -2.20)
C (4.12, -2.31, -2.29)
C (4.67, -2.81, -3.44)
C (6.05, -3.26, -3.41)
N (7.15, -3.61, -3.38)
C (3.92, -2.88, -4.63)
C (2.62, -2.43, -4.58)
C (2.04, -1.91, -3.43)
S (0.47, -1.14, -3.69)
C (4.47, -3.40, -5.85)
N (4.90, -3.80, -6.84)
H (4.72, -2.26, -1.39)
H (2.01, -2.49, -5.48)
N (-1.01, -2.30, 1.96)
C (-1.90, -2.08, 3.10)
C (-3.22, -2.83, 2.91)
C (-4.24, -2.14, 2.01)
N (-3.69, -1.84, 0.69)
H (-0.61, -3.22, 1.95)
H (-0.24, -1.64, 1.99)
H (-2.10, -1.01, 3.15)
H (-1.45, -2.37, 4.06)
H (-3.69, -2.96, 3.89)
H (-3.01, -3.83, 2.53)
H (-4.53, -1.19, 2.47)
H (-5.14, -2.77, 1.97)
H (-4.41, -1.55, 0.04)
H (-3.19, -2.63, 0.30)
C (-0.69, 5.95, 0.83)
C (-1.00, 4.61, 1.48)
N (-0.97, 3.59, 0.45)
C (0.04, 3.52, -0.49)
N (0.32, 2.38, -1.00)
C (1.31, 2.27, -2.06)
C (1.63, 3.60, -2.72)
C (1.84, 4.64, -1.64)
N (0.64, 4.74, -0.83)
C (0.64, 5.84, 0.11)
H (-0.65, 6.74, 1.58)
H (-1.48, 6.19, 0.12)
H (-1.99, 4.61, 1.94)
H (-0.26, 4.42, 2.28)
H (-1.26, 2.68, 0.76)
H (0.95, 1.55, -2.79)
H (2.22, 1.82, -1.64)
H (0.81, 3.92, -3.37)
H (2.53, 3.52, -3.34)
H (2.03, 5.64, -2.06)
H (2.71, 4.37, -1.02)
H (0.86, 6.75, -0.45)
H (1.44, 5.71, 0.85)
C (3.16, 0.79, 1.86)
C (3.91, 1.51, 3.01)
N (3.02, 1.74, 4.15)
C (2.47, 0.45, 4.58)
C (1.67, -0.21, 3.42)
N (1.76, 0.61, 2.22)
C (1.18, 1.93, 2.49)
C (1.91, 2.59, 3.69)
H (3.59, -0.19, 1.64)
H (3.21, 1.35, 0.92)
H (4.30, 2.48, 2.68)
H (4.77, 0.93, 3.36)
H (1.84, 0.62, 5.45)
H (3.31, -0.18, 4.89)
H (0.62, -0.31, 3.69)
H (2.06, -1.21, 3.19)
H (0.11, 1.81, 2.68)
H (1.30, 2.51, 1.58)
H (1.22, 2.73, 4.53)
H (2.31, 3.57, 3.43)
Cl (-3.50, 1.50, -0.06)
C (-3.49, 2.03, 1.64)
C (-2.53, 1.54, 2.48)
C (-2.62, 1.99, 3.77)
Cl (-1.46, 1.37, 4.99)
C (-3.56, 2.91, 4.23)
Cl (-3.60, 3.46, 5.88)
C (-4.50, 3.40, 3.32)
Cl (-5.69, 4.55, 3.83)
C (-4.47, 2.96, 2.00)
Cl (-5.65, 3.56, 0.88)